[1]
107
Properties=species:S:1:pos:R:3:forces:R:3:lowdin_charge:R:1 method="wB97M-V/def2-TZVPD" e_above_lowest_kcal_mol=14.8 multiplicity=1 homo_lumo_gap_ev=7.01 charge=-1 homo_ev=-4.96
Ta -0.112 0.121 -0.004 -0.62 -1.41 0.04 1.452
O -3.268 -3.526 1.698 -0.01 -0.01 0.00 -0.083
C -4.419 -2.775 1.364 0.02 -0.01 0.00 -0.239
C -4.149 -1.362 0.822 0.04 0.02 0.00 -0.580
C -5.531 -0.690 0.732 -0.01 -0.03 -0.01 -0.240
O -5.555 0.573 0.095 -0.02 0.01 0.04 -0.089
C -3.249 -0.618 1.815 0.01 -0.01 0.04 -0.494
Se -2.396 0.975 1.068 -0.03 0.07 -0.02 0.736
C -3.547 -1.419 -0.585 -0.04 -0.03 0.02 -0.503
Se -1.644 -1.861 -0.722 -0.07 -0.03 -0.01 0.732
H -2.566 -3.323 1.058 0.01 0.01 0.01 0.002
H -5.010 -2.703 2.283 0.00 0.00 -0.01 0.126
H -5.026 -3.314 0.623 0.00 -0.01 0.00 0.120
H -5.933 -0.609 1.752 -0.01 0.00 -0.01 0.119
H -6.210 -1.333 0.162 0.00 -0.01 0.00 0.126
H -4.716 1.026 0.280 0.02 -0.01 -0.03 -0.011
H -2.452 -1.268 2.169 0.01 0.01 -0.01 0.026
H -3.836 -0.304 2.680 0.00 0.02 -0.01 0.071
H -3.681 -0.478 -1.111 0.05 0.01 0.00 0.022
H -4.054 -2.193 -1.167 0.00 0.01 0.00 0.072
C 3.501 1.849 -5.147 0.00 0.00 -0.01 -0.072
O 4.213 0.679 -4.779 0.01 0.01 0.03 -0.077
C 3.674 -0.076 -3.784 0.00 -0.03 -0.05 -0.271
C 4.436 -1.177 -3.371 0.01 -0.02 -0.03 -0.016
C 3.954 -1.983 -2.369 0.00 -0.02 0.04 -0.032
C 2.724 -1.739 -1.739 -0.02 0.05 0.00 -0.108
C 2.244 -2.571 -0.626 0.02 -0.05 -0.06 -0.372
C 3.042 -3.798 -0.245 -0.03 -0.02 -0.02 -0.004
O 1.236 -2.315 0.016 -0.04 0.09 0.05 -0.056
C 1.970 -0.639 -2.183 0.00 -0.20 -0.07 -0.309
O 0.779 -0.371 -1.692 0.03 0.49 -0.06 -0.297
C 2.451 0.188 -3.205 -0.06 0.00 0.01 0.059
H 4.102 2.341 -5.907 0.00 0.00 0.00 0.090
H 3.368 2.515 -4.291 0.00 0.00 0.00 0.101
H 2.520 1.600 -5.561 -0.01 -0.01 0.00 0.079
H 5.388 -1.369 -3.847 0.00 0.01 0.01 0.111
H 4.550 -2.830 -2.055 0.00 0.01 0.00 0.107
H 3.073 -4.512 -1.070 -0.02 0.03 -0.02 0.078
H 2.562 -4.258 0.615 0.00 -0.01 0.00 0.085
H 4.068 -3.522 0.008 -0.01 -0.02 0.03 0.083
H 1.830 1.027 -3.483 -0.01 0.00 -0.01 0.121
C 5.595 4.052 4.904 0.00 0.00 0.00 -0.054
C 4.764 3.431 3.814 0.00 -0.01 0.00 -0.270
C 3.969 2.316 4.071 0.00 0.01 -0.01 -0.025
C 3.192 1.755 3.073 -0.02 0.00 0.02 -0.030
C 3.224 2.312 1.802 0.05 -0.30 0.11 -0.272
C 4.008 3.418 1.516 0.04 -0.04 0.00 -0.045
C 4.773 3.972 2.531 0.00 0.00 0.00 -0.040
S 2.160 1.635 0.578 0.19 0.62 0.27 0.591
O 2.197 0.162 0.613 0.00 0.10 -0.23 -0.357
O 2.500 2.260 -0.675 0.14 0.13 0.11 -0.261
N 0.675 1.871 1.090 0.18 0.29 -0.43 -0.320
C 0.101 3.152 0.694 -0.05 -0.02 0.04 -0.197
C -0.376 3.042 -0.753 0.24 0.14 0.00 -0.622
O -0.490 4.000 -1.482 -0.26 -0.08 0.01 0.073
O -0.615 1.795 -1.092 0.18 -0.14 0.07 -0.271
H 5.533 3.475 5.825 0.00 0.00 0.00 0.073
H 5.256 5.068 5.118 0.00 0.00 0.00 0.081
H 6.644 4.113 4.609 0.00 0.00 0.00 0.079
H 3.951 1.887 5.066 0.00 0.00 0.00 0.115
H 2.553 0.900 3.268 0.00 0.00 -0.01 0.117
H 4.011 3.824 0.514 0.00 0.00 0.00 0.113
H 5.388 4.840 2.322 0.00 0.00 0.00 0.113
H 0.794 3.988 0.800 0.01 -0.01 -0.04 0.123
H -0.767 3.341 1.326 0.00 0.02 0.00 0.090
C 2.760 -1.434 10.770 0.01 0.01 0.00 -0.085
C 2.350 -1.336 9.318 0.00 0.01 -0.02 -0.762
O 2.752 -0.480 8.578 0.01 0.00 0.02 0.031
S 1.210 -2.620 8.841 -0.02 -0.01 -0.01 1.005
C 0.896 -2.204 7.150 0.01 0.00 0.02 -0.553
C 1.750 -2.657 6.151 0.00 -0.01 0.00 -0.096
C 1.506 -2.326 4.831 -0.01 0.00 -0.01 -0.022
C 0.401 -1.539 4.483 0.04 -0.02 0.02 -0.237
C -0.459 -1.104 5.498 0.01 0.00 0.00 -0.017
C -0.212 -1.433 6.819 -0.01 -0.01 0.00 -0.094
C 0.182 -1.154 3.128 -0.03 0.01 -0.02 -0.096
C 0.023 -0.769 1.987 -0.03 0.27 0.02 -0.204
H 3.848 -1.414 10.825 0.00 0.00 0.00 0.084
H 2.379 -2.334 11.249 0.00 0.00 0.00 0.057
H 2.378 -0.556 11.291 0.00 0.00 0.00 0.086
H 2.608 -3.262 6.413 0.00 0.00 0.00 0.105
H 2.168 -2.668 4.047 0.00 0.00 0.00 0.117
H -1.314 -0.498 5.232 0.00 0.00 0.00 0.119
H -0.876 -1.087 7.600 0.00 0.00 0.00 0.104
C -1.825 2.548 -4.183 0.01 -0.01 0.02 -0.060
C -2.610 1.774 -3.339 0.05 0.00 0.04 -0.140
N -2.583 0.447 -3.334 -0.07 0.03 0.01 0.089
C -1.740 -0.172 -4.156 -0.05 -0.12 0.00 -0.089
C -0.910 0.501 -5.056 -0.03 0.02 0.05 -0.198
C -0.987 1.897 -5.062 0.02 -0.01 0.00 -0.039
C -0.012 -0.120 -6.036 0.01 0.10 -0.04 -0.049
C 0.678 -1.264 -6.114 0.10 -0.02 -0.06 -0.041
C 0.840 -2.394 -5.191 -0.01 -0.05 0.02 -0.266
C 1.997 -3.169 -5.294 0.01 0.02 0.04 -0.019
C 2.130 -4.229 -4.425 0.02 0.02 0.03 -0.145
N 1.211 -4.527 -3.507 0.01 0.01 0.02 0.086
C 0.147 -3.729 -3.487 0.02 -0.03 0.04 -0.199
N -0.092 -2.696 -4.287 0.07 -0.01 -0.02 0.148
H -1.860 3.626 -4.126 0.00 0.01 0.01 0.102
H -3.278 2.241 -2.624 0.00 0.01 0.00 0.115
H -1.725 -1.252 -4.109 -0.01 0.12 -0.01 0.085
H -0.369 2.466 -5.751 0.00 -0.01 0.00 0.108
H 0.175 0.547 -6.877 -0.01 -0.01 0.00 0.104
H 1.314 -1.355 -6.990 0.01 0.01 0.02 0.101
H 2.768 -2.932 -6.015 0.00 0.00 0.00 0.110
H 3.009 -4.866 -4.456 0.00 0.00 0.00 0.105
H -0.609 -3.936 -2.738 0.00 0.01 0.02 0.080

***

[2]
101
Properties=species:S:1:pos:R:3:forces:R:3:lowdin_charge:R:1 method="wB97M-V/def2-TZVPD" e_above_lowest_kcal_mol=81.1 multiplicity=2 homo_lumo_gap_ev="5.84 / 6.36" charge=0 homo_ev="-6.87 / -6.87"
Ru -0.006 -0.642 0.716 -0.19 -0.15 -2.31 0.511
N 1.514 -1.978 2.515 -0.19 -0.11 -0.40 -0.003
C 2.644 -1.480 3.300 0.27 0.15 0.15 -0.243
C 3.547 -0.615 2.420 -0.33 0.35 -0.26 -0.095
C 2.593 0.348 1.672 0.86 0.04 1.29 -0.719
O 2.110 1.285 2.326 0.01 0.06 0.21 -0.070
O 2.311 0.041 0.489 -1.11 -0.53 -0.81 -0.200
H 0.863 -2.481 3.116 -0.04 0.11 -0.29 0.066
H 1.849 -2.629 1.800 -0.21 0.05 0.30 0.067
H 3.231 -2.301 3.747 -0.18 0.21 -0.05 0.118
H 2.233 -0.861 4.100 0.11 -0.13 -0.06 0.093
H 4.095 -1.237 1.709 0.02 0.07 0.00 0.098
H 4.243 -0.043 3.033 0.02 -0.09 0.02 0.115
S -1.152 -2.855 1.110 0.29 1.70 0.19 0.595
C -0.068 -4.067 0.483 0.39 0.33 -0.31 -0.718
C -0.170 -5.359 0.999 -0.11 0.14 -0.07 -0.129
C 0.605 -6.379 0.491 0.05 -0.05 -0.13 -0.088
C 1.499 -6.123 -0.538 0.05 -0.13 -0.05 -0.090
C 1.613 -4.841 -1.048 0.08 0.14 -0.16 -0.095
C 0.840 -3.797 -0.555 0.05 -0.34 0.20 -0.396
As 0.977 -1.962 -1.228 -1.40 -1.31 0.10 1.316
C -0.422 -1.990 -2.581 0.06 0.26 -0.15 -0.374
C -0.332 -1.072 -3.625 0.29 -0.09 0.19 -0.158
C -1.328 -0.998 -4.578 -0.02 0.03 -0.17 -0.102
C -2.443 -1.815 -4.483 -0.01 0.01 -0.06 -0.084
C -2.555 -2.705 -3.429 -0.11 0.01 -0.05 -0.074
C -1.550 -2.795 -2.482 0.25 -0.20 0.30 -0.107
C 2.574 -2.226 -2.340 0.26 0.66 0.41 -0.347
C 2.540 -2.561 -3.690 -0.57 0.04 0.14 -0.099
C 3.715 -2.823 -4.374 0.03 -0.08 -0.01 -0.079
C 4.933 -2.763 -3.717 0.01 0.01 -0.02 -0.084
C 4.976 -2.430 -2.372 0.06 -0.06 0.00 -0.074
C 3.803 -2.154 -1.690 -0.18 0.14 0.26 -0.102
H -0.881 -5.539 1.791 -0.04 -0.06 0.13 0.096
H 0.506 -7.375 0.897 0.03 -0.11 0.03 0.103
H 2.099 -6.921 -0.948 0.09 -0.06 -0.02 0.099
H 2.311 -4.641 -1.853 0.02 -0.11 0.04 0.094
H 0.542 -0.428 -3.683 -0.13 -0.02 -0.10 0.092
H -1.227 -0.306 -5.404 -0.01 0.04 -0.06 0.099
H -3.218 -1.763 -5.235 -0.08 0.02 -0.05 0.102
H -3.428 -3.335 -3.337 -0.06 -0.05 -0.01 0.106
H -1.649 -3.495 -1.660 0.01 0.05 -0.04 0.085
H 1.587 -2.635 -4.202 0.11 -0.01 -0.01 0.099
H 3.678 -3.093 -5.420 -0.03 0.01 -0.04 0.105
H 5.845 -2.977 -4.255 0.07 -0.01 -0.01 0.103
H 5.927 -2.393 -1.860 0.03 0.05 0.07 0.105
H 3.816 -1.870 -0.643 0.12 0.02 -0.06 0.087
S -2.490 -0.213 -0.152 1.59 -0.92 0.72 0.595
C -3.177 0.983 0.922 0.55 -0.01 0.21 -0.678
C -4.545 1.223 0.777 0.02 -0.06 0.01 -0.142
C -5.197 2.110 1.603 0.04 0.13 0.02 -0.095
C -4.475 2.804 2.562 -0.03 0.08 0.16 -0.092
C -3.115 2.589 2.688 0.06 0.07 0.23 -0.099
C -2.441 1.667 1.897 -0.10 0.10 -0.25 -0.363
As -0.500 1.357 2.166 -1.72 -0.49 0.85 1.280
C -0.071 3.161 2.797 0.54 -0.01 -0.47 -0.338
C -0.291 3.597 4.100 -0.16 -0.53 0.02 -0.123
C 0.031 4.892 4.471 0.00 0.07 -0.01 -0.078
C 0.566 5.768 3.542 0.04 0.03 0.04 -0.088
C 0.771 5.348 2.238 -0.01 0.07 -0.04 -0.077
C 0.460 4.050 1.869 0.02 -0.26 -0.18 -0.097
C -0.627 0.342 3.818 0.13 -0.06 0.42 -0.363
C 0.264 0.548 4.868 -0.09 0.17 -0.28 -0.143
C 0.210 -0.248 6.000 0.00 -0.02 0.19 -0.091
C -0.707 -1.284 6.078 0.07 -0.10 0.04 -0.092
C -1.561 -1.533 5.016 -0.06 -0.01 -0.02 -0.087
C -1.533 -0.717 3.899 -0.20 0.16 -0.27 -0.138
H -5.087 0.679 0.017 -0.11 -0.10 -0.07 0.092
H -6.262 2.260 1.501 -0.08 0.04 -0.02 0.101
H -4.972 3.504 3.218 -0.04 0.09 0.05 0.098
H -2.551 3.140 3.431 -0.21 0.04 -0.02 0.084
H -0.718 2.922 4.834 0.06 0.07 -0.04 0.101
H -0.134 5.214 5.490 -0.02 -0.01 0.03 0.104
H 0.837 6.770 3.843 -0.02 0.08 -0.02 0.101
H 1.180 6.034 1.510 0.04 -0.01 -0.05 0.102
H 0.643 3.701 0.857 0.03 0.11 0.03 0.074
H 1.002 1.336 4.774 0.06 -0.06 0.11 0.101
H 0.883 -0.054 6.823 0.06 -0.02 0.04 0.104
H -0.755 -1.913 6.956 0.06 -0.02 0.10 0.099
H -2.249 -2.367 5.057 -0.05 0.03 0.00 0.105
H -2.226 -0.916 3.082 0.15 0.09 0.09 0.078
C 1.637 3.929 -3.175 -0.04 -0.24 -0.13 -0.087
C 1.358 2.519 -3.691 0.50 0.24 0.06 -0.290
N -0.059 2.231 -3.720 -0.36 0.05 -0.22 0.001
C -0.722 1.839 -2.618 -0.54 -0.30 0.31 -0.783
S 0.152 1.556 -1.195 0.80 0.00 0.54 0.664
N -2.045 1.671 -2.656 0.08 0.13 -0.17 -0.004
C -2.917 1.948 -3.776 0.08 0.34 -0.10 -0.237
C -3.225 3.442 -3.901 0.00 -0.27 -0.04 -0.074
H 2.707 4.083 -3.070 0.15 0.08 -0.01 0.074
H 1.175 4.053 -2.198 0.00 0.03 0.04 0.047
H 1.238 4.676 -3.860 -0.01 0.10 -0.03 0.070
H 1.826 1.790 -3.024 -0.02 0.10 -0.24 0.070
H 1.754 2.385 -4.701 -0.06 -0.01 0.03 0.117
H -0.579 2.553 -4.521 -0.06 -0.05 0.08 0.130
H -2.450 1.247 -1.822 0.22 -0.06 0.04 0.009
H -3.842 1.394 -3.611 0.11 -0.08 -0.08 0.124
H -2.467 1.575 -4.703 -0.09 -0.08 0.05 0.094
H -3.796 3.780 -3.041 -0.02 0.06 0.05 0.078
H -3.798 3.630 -4.806 -0.09 0.07 -0.06 0.073
H -2.306 4.023 -3.948 0.07 0.10 0.00 0.064

***

For the records above, the corresponding energy values read -8330.93127; -7780.01959 a.u..